Density functional theory data (the ωB97M-V functional and the def2-TZVPD basis) for one molecule with the formula C20H20N2O5 in a non-equilibrium geometry.

Calculated values
DFT total energy in eV: -34280.2960
Kohn-Sham gap in eV: 7.41
LUMO energy in eV: -1.057
ΔE to the lowest compared entry with this formula, charge and spin in kJ/mol: 351.86
Max |F| in eV Å⁻¹: 1.233

```
! RIJCOSX wB97M-V def2-TZVPD def2/J DEFGRID3
* xyz 0 1
C -7.05624 -2.92242 1.58060
C -6.57693 -2.76178 0.13632
C -7.75482 -2.47494 -0.79737
C -5.53608 -1.67466 0.03524
C -5.82860 -0.35813 0.37192
C -4.87817 0.64040 0.28175
C -3.59434 0.33368 -0.15500
N -2.57836 1.29182 -0.26926
C -2.61830 2.61530 -0.00146
O -3.57679 3.24438 0.38282
C -1.27714 3.32536 -0.23982
O -0.25046 2.46082 -0.70336
C 0.82144 2.27202 0.09853
O 0.95387 2.79004 1.17679
C 1.77849 1.35470 -0.53863
C 2.90945 1.01849 0.09250
C 3.95352 0.13554 -0.39316
C 3.96381 -0.39328 -1.68898
C 4.97875 -1.23301 -2.11118
C 6.01072 -1.57046 -1.25337
C 6.00706 -1.04636 0.03354
N 7.08087 -1.38935 0.94067
O 7.94773 -2.12681 0.52647
O 7.04437 -0.91827 2.05545
C 4.99887 -0.20111 0.46739
C -3.28780 -0.98021 -0.49547
C -4.24964 -1.96684 -0.39977
H -6.21381 -3.12088 2.23959
H -7.55531 -2.02034 1.92488
H -7.75660 -3.75148 1.65411
H -6.11571 -3.70537 -0.17676
H -8.26617 -1.56157 -0.50470
H -8.46941 -3.29437 -0.76354
H -7.40729 -2.36017 -1.82182
H -6.81872 -0.09785 0.71369
H -5.12229 1.65502 0.54763
H -1.69373 0.93596 -0.61071
H -1.43156 4.10494 -0.99154
H -0.96661 3.79615 0.70033
H 1.50248 0.99639 -1.51782
H 3.06584 1.43931 1.07859
H 3.17276 -0.13719 -2.37560
H 4.96752 -1.62730 -3.11548
H 6.81331 -2.22403 -1.55805
H 5.03424 0.18568 1.47516
H -2.29105 -1.22867 -0.83484
H -3.99321 -2.98202 -0.66794
*
```

---

Density functional theory data (the ωB97M-V functional and the def2-TZVPD basis) for one molecule with the formula C20H20N2O6.

Calculated values
DFT total energy in eV: -36332.0084
Kohn-Sham gap in eV: 8.77
LUMO energy in eV: -0.153
ΔE to the lowest compared entry with this formula, charge and spin in kJ/mol: 12.90
Max |F| in eV Å⁻¹: 0.995

```
! RIJCOSX wB97M-V def2-TZVPD def2/J DEFGRID3
* xyz 0 1
C -4.26300 -2.81607 1.32354
C -4.86691 -2.34820 -0.00352
C -4.94977 -0.85223 -0.04561
C -6.11043 -0.21652 0.22670
C -6.23989 1.22722 0.25096
O -7.24962 1.83518 0.49518
O -5.10234 1.94621 -0.02659
C -3.93063 1.34676 -0.31047
C -2.85018 2.18500 -0.58033
C -1.61936 1.63327 -0.87792
O -0.59160 2.48043 -1.23606
C 0.63736 2.43501 -0.70251
O 1.56795 2.90429 -1.28863
C 0.78152 1.84375 0.70427
N 2.07625 1.22623 0.80314
C 3.12231 1.74698 1.58949
O 3.00424 2.64103 2.38178
N 4.20887 1.00430 1.29212
C 3.99406 0.06968 0.21268
C 4.38468 -1.38226 0.55681
C 5.64142 -1.66440 -0.26377
C 5.38087 -0.89366 -1.55399
C 4.79623 0.42883 -1.06302
C 2.50078 0.23259 -0.02768
O 1.80115 -0.38783 -0.79019
C -1.44994 0.24641 -0.91860
C -2.51964 -0.57368 -0.64783
C -3.78120 -0.05161 -0.33451
H -3.26222 -2.41395 1.46061
H -4.20820 -3.90142 1.34637
H -4.88154 -2.48353 2.15373
H -4.26527 -2.71713 -0.83516
H -5.87077 -2.76321 -0.10227
H -7.01567 -0.76025 0.44781
H -2.98990 3.25316 -0.56577
H 0.76713 2.66821 1.42718
H -0.01078 1.12929 0.93931
H 5.12151 1.22712 1.65108
H 4.53199 -1.50422 1.62871
H 3.57823 -2.04314 0.23575
H 5.79184 -2.72886 -0.43155
H 6.52252 -1.26512 0.24116
H 6.27896 -0.74714 -2.15084
H 4.64231 -1.42300 -2.15590
H 4.16555 0.91233 -1.80740
H 5.59250 1.12255 -0.78905
H -0.48373 -0.16737 -1.16964
H -2.37764 -1.64105 -0.68958
*
```

---

Density functional theory data (the ωB97M-V functional and the def2-TZVPD basis) for one molecule with the formula C20H20N4O6 in a non-equilibrium geometry.

Calculated values
DFT total energy in eV: -39306.0792
Kohn-Sham gap in eV: 9.60
LUMO energy in eV: 0.404
ΔE to the lowest compared entry with this formula, charge and spin in kJ/mol: 313.05
Max |F| in eV Å⁻¹: 4.656

```
! RIJCOSX wB97M-V def2-TZVPD def2/J DEFGRID3
* xyz 0 1
C 2.83853 1.91114 5.20108
C 1.51718 1.28423 4.89205
C 0.91284 0.95154 3.72908
C -0.29987 0.28784 3.92914
C -1.32377 -0.04485 2.91099
O -0.74755 -0.73360 1.80605
C -1.67163 -1.14540 0.77169
O -2.77625 -0.68120 0.61272
N -1.09012 -1.89407 -0.22559
C 0.37624 -2.26759 -0.18458
C 0.48378 -3.19242 -1.43562
C 0.15273 -2.80528 -2.89827
C 0.12603 -1.50580 -3.55358
N 1.53849 -1.12347 -3.45211
C 1.91727 0.03278 -2.78489
O 2.97687 -0.23625 -2.21371
C 1.03314 1.19210 -2.35571
C 0.20168 1.80474 -3.27962
C -0.79869 2.66989 -2.86848
C -0.89974 2.86935 -1.49126
N -1.81200 3.60499 -0.74301
C -1.62639 3.26105 0.51647
O -2.42179 3.58313 1.37078
O -0.50256 2.49595 0.66260
C -0.15160 2.19321 -0.59425
C 0.82863 1.32949 -1.01388
C -0.88633 -3.52996 -2.06196
C -1.85613 -2.75271 -1.14048
N -0.45761 0.24351 5.24185
O 0.69347 0.85952 5.89719
H 3.24750 1.45876 6.12202
H 2.78640 2.93632 5.47422
H 3.49778 1.88674 4.38765
H 1.38788 1.33713 2.78068
H -2.06590 -0.69472 3.30931
H -1.69888 0.90664 2.52969
H 0.76120 -2.69787 0.74419
H 0.97792 -1.40575 -0.31027
H 1.28472 -3.90269 -1.28456
H 0.63097 -3.41217 -3.68400
H -0.13756 -1.61763 -4.65073
H -0.56800 -0.81527 -3.04277
H 2.26509 -1.80775 -3.25523
H 0.44023 1.58761 -4.34842
H -1.34050 3.13232 -3.70900
H -2.80755 3.80967 -1.08404
H 1.32372 0.67422 -0.31587
H -1.15560 -4.45605 -2.64101
H -2.47963 -3.38925 -0.47366
H -2.62468 -2.19210 -1.79284
*
```

---

Density functional theory data (the ωB97M-V functional and the def2-TZVPD basis) for C20H20N4S5Ti as an isolated structure in a non-equilibrium geometry.

Calculated values
DFT total energy in eV: -104317.7409
Kohn-Sham gap (spin up / spin down) in eV: 6.01 / 6.02
LUMO energy (spin up / spin down) in eV: -0.612 / -0.610
ΔE to the lowest compared entry with this formula, charge and spin in kJ/mol: 131.19
Max |F| in eV Å⁻¹: 1.357

```
! RIJCOSX wB97M-V def2-TZVPD def2/J DEFGRID3
* xyz 0 1
Ti 0.29811 -0.21647 0.42758
S -2.09858 -0.17411 0.44792
C -2.54217 0.01966 2.14922
C -3.88674 0.07551 2.50524
C -4.25717 0.22475 3.83126
C -3.28307 0.31433 4.82008
C -1.94432 0.25965 4.47157
C -1.56648 0.11779 3.13933
S 0.15757 0.14056 2.74380
C 2.78072 1.54041 1.59329
C 3.10960 0.49642 0.81305
C 4.43165 -0.12448 0.91931
C 4.86037 -1.02561 0.03486
C 3.98793 -1.43377 -1.04205
C 2.73651 -0.94727 -1.09015
C 1.83107 -1.37290 -2.22091
S 0.04939 -1.03122 -1.98075
C -0.59071 -2.66655 -1.75108
C -1.29258 -3.26443 -2.78984
C -1.77007 -4.55561 -2.64003
C -1.53207 -5.23114 -1.44812
C -0.83981 -4.62670 -0.41401
C -0.35730 -3.32228 -0.54144
S 0.48887 -2.57314 0.80719
N 2.21901 -0.03852 -0.17316
H -4.63720 -0.00126 1.72990
H -5.30584 0.26721 4.09300
H -3.56302 0.42594 5.85845
H -1.17817 0.33250 5.23150
H 3.45600 1.82676 2.38644
H 1.88974 2.13993 1.46481
H 5.06965 0.23462 1.71555
H 5.85929 -1.43522 0.10587
H 4.31252 -2.15812 -1.77532
H 1.91451 -2.44577 -2.39116
H 2.11326 -0.85760 -3.14037
H -1.45872 -2.71663 -3.70744
H -2.32020 -5.02785 -3.44183
H -1.90214 -6.23958 -1.31682
H -0.67958 -5.15308 0.51737
N -2.10176 1.43805 -2.08855
N -1.59863 2.71442 -2.40429
C -0.62744 3.26201 -1.66367
N -0.29900 4.54136 -1.99690
S 0.10328 2.54480 -0.34308
H -2.73764 1.16268 -2.82626
H -2.57678 1.45340 -1.18370
H -2.18117 3.33373 -2.95317
H -0.49484 4.88299 -2.92401
H 0.52158 4.90723 -1.54403
*
```